58
Properties=species:S:1:pos:R:3:forces:R:3:nbo_charge:R:1 method="wB97M-V/def2-TZVPD" energy_ev=-95199.0019 de_lowest_kcal_mol=0.33 multiplicity=2 charge=+2 homo_ev="-15.03 / -15.03" lumo_ev="-6.25 / -10.57"
Ga -0.028 -0.044 0.209 0.07 -0.15 -0.11 1.838
O 0.533 -3.111 -1.622 0.02 -0.02 -0.06 -0.555
O -0.313 -0.795 2.039 -0.03 0.01 0.10 -0.735
O 0.079 -5.544 2.179 -0.02 -0.02 0.04 -0.520
N 0.268 -4.337 0.285 0.02 0.04 0.01 -0.658
N -1.025 1.499 -1.928 -0.09 -0.02 0.10 -0.340
N 0.044 2.826 -0.045 0.02 -0.08 0.05 -0.350
N 0.093 -2.009 0.309 0.00 -0.10 -0.01 -0.799
N 1.524 0.421 -0.928 -0.02 0.11 0.02 -0.451
N 1.481 1.571 -1.666 0.06 -0.03 0.03 -0.352
N -0.112 1.839 0.875 -0.11 -0.02 -0.04 -0.428
N -1.311 0.373 -1.219 0.02 0.12 0.02 -0.442
N 0.119 3.664 -2.424 0.08 -0.17 0.08 -0.305
N 0.998 3.849 -3.530 -0.19 0.10 0.11 -0.120
C 0.318 -3.172 -0.442 -0.02 0.04 0.02 0.801
C 2.230 -2.958 3.137 0.00 0.03 -0.01 -0.621
C -2.331 -0.240 -1.812 0.01 -0.03 -0.02 0.056
C 2.650 1.694 -2.325 0.05 -0.02 -0.03 0.042
C -0.130 2.396 2.081 0.02 0.00 0.00 0.051
C 0.611 4.938 -4.123 0.23 -0.04 -0.21 -0.036
C -2.734 0.489 -2.925 0.01 -0.04 -0.02 -0.292
C -1.879 1.566 -2.969 0.05 0.02 -0.03 0.022
C 2.703 -0.156 -1.143 0.00 0.00 -0.02 0.057
C -0.772 4.604 -2.373 0.06 0.19 -0.27 0.131
C 0.052 -4.465 1.659 0.03 -0.06 -0.04 0.714
C 3.456 0.620 -2.016 -0.04 -0.03 0.00 -0.300
C 0.160 4.000 0.611 -0.04 0.02 -0.03 0.015
C 0.791 -3.090 3.617 0.00 -0.04 -0.01 -0.361
C -0.234 -3.199 2.467 -0.06 0.05 0.01 -0.264
C -0.512 5.514 -3.478 -0.14 -0.12 0.32 -0.004
C 0.030 3.774 1.962 0.06 -0.02 0.01 -0.303
C -1.672 -3.300 3.037 0.08 -0.05 0.06 -0.370
C -2.759 -3.388 1.977 -0.02 0.02 -0.04 -0.618
C -0.149 -1.991 1.608 0.00 0.10 0.03 0.762
B 0.185 2.389 -1.522 0.02 0.05 -0.08 0.927
H -0.245 1.780 2.958 -0.02 -0.01 0.01 0.260
H 2.942 -1.097 -0.676 0.01 0.00 0.01 0.249
H -1.059 6.410 -3.719 -0.01 0.03 -0.03 0.272
H -1.817 2.352 -3.701 -0.02 0.03 0.01 0.227
H -1.679 -4.195 3.661 -0.02 0.02 0.00 0.251
H -1.830 -2.441 3.689 0.00 0.01 -0.01 0.226
H 2.371 -2.071 2.512 0.00 0.01 0.00 0.184
H -2.652 -4.280 1.358 0.00 -0.01 0.00 0.220
H 2.907 -2.861 3.983 0.00 -0.02 0.01 0.247
H 0.350 4.925 0.094 -0.02 0.03 -0.03 0.230
H 2.543 -3.834 2.566 0.01 -0.01 0.00 0.220
H -2.761 -2.512 1.319 0.00 0.01 0.01 0.181
H 0.445 -5.195 -0.224 -0.01 0.01 0.02 0.451
H 2.831 2.518 -2.989 0.01 0.02 0.01 0.256
H -3.739 -3.434 2.447 -0.01 -0.02 0.00 0.248
H 4.445 0.421 -2.386 0.02 -0.01 -0.02 0.269
H 0.062 4.503 2.752 0.01 0.02 0.02 0.272
H 1.137 5.292 -4.996 -0.02 0.04 -0.03 0.276
H 0.507 -2.241 4.240 0.00 0.00 -0.02 0.224
H 0.672 -3.993 4.216 0.01 0.01 0.00 0.251
H -3.527 0.254 -3.612 -0.02 -0.01 -0.02 0.271
H -2.710 -1.170 -1.421 -0.02 0.00 0.01 0.251
H -1.556 4.639 -1.631 -0.03 0.00 0.04 0.273